Entry from the Open Molecules 2025 dataset: a molecular structure, C41H49CaCl2FN4O6SSi (wB97M-V/def2-TZVPD).

ORCA input file:
```
! wB97M-V def2-TZVPD RIJCOSX def2/J DEFGRID3
* xyz -2 1
Ca -1.46 -3.02 -0.35
N -0.71 -1.61 1.81
C 0.42 -2.24 2.37
C 0.65 -2.38 3.71
C 1.80 -3.06 4.18
C 2.70 -3.60 3.31
C 2.47 -3.51 1.92
C 3.29 -4.13 0.95
C 2.96 -4.06 -0.37
C 1.79 -3.36 -0.74
N 1.03 -2.74 0.13
C 1.35 -2.81 1.44
H -1.31 -1.22 2.53
H -0.40 -0.84 1.21
H -0.05 -1.94 4.42
H 1.95 -3.14 5.25
H 3.57 -4.13 3.67
H 4.17 -4.68 1.28
H 3.54 -4.57 -1.13
H 1.46 -3.37 -1.77
C -8.23 0.99 -0.10
C -7.14 1.72 -0.87
C -6.99 3.15 -0.36
C -6.00 3.91 -1.23
C -4.71 3.15 -1.33
C -3.53 3.80 -1.64
C -2.34 3.10 -1.72
F -1.22 3.79 -2.04
C -2.27 1.75 -1.50
C -3.45 1.07 -1.20
C -3.38 -0.40 -1.00
O -2.32 -0.99 -1.22
C -4.61 -1.02 -0.58
C -5.74 -0.28 -0.55
N -5.83 1.05 -0.80
C -4.67 1.76 -1.11
C -4.76 -2.48 -0.14
O -5.91 -2.93 -0.18
O -3.71 -3.06 0.25
H -9.13 1.61 -0.11
H -7.93 0.83 0.94
H -8.48 0.02 -0.54
H -7.43 1.77 -1.93
H -6.65 3.12 0.68
H -7.97 3.64 -0.38
H -5.80 4.90 -0.82
H -6.43 4.06 -2.22
H -3.53 4.87 -1.80
H -1.33 1.22 -1.51
H -6.64 -0.81 -0.30
C 4.06 1.83 -2.77
C 2.57 1.96 -2.49
C 1.93 0.57 -2.44
C 1.89 2.81 -3.56
O 2.41 2.67 -1.27
Si 2.27 2.09 0.28
S 0.48 1.28 0.79
O 2.75 3.40 1.20
C 2.27 4.73 1.24
C 3.25 5.60 0.46
C 0.87 4.87 0.65
C 2.25 5.14 2.71
O 3.58 1.07 0.40
C 4.24 0.52 1.54
C 5.39 1.46 1.89
C 4.76 -0.84 1.10
C 3.31 0.36 2.74
H 4.24 1.32 -3.72
H 4.54 1.27 -1.96
H 4.52 2.83 -2.81
H 2.04 0.08 -3.40
H 0.87 0.64 -2.20
H 2.40 -0.04 -1.67
H 2.01 2.35 -4.55
H 2.34 3.81 -3.58
H 0.83 2.91 -3.34
H 3.29 5.26 -0.58
H 4.25 5.50 0.89
H 2.96 6.65 0.48
H 0.87 4.58 -0.40
H 0.54 5.92 0.72
H 0.16 4.23 1.17
H 3.25 5.01 3.14
H 1.56 4.49 3.26
H 1.94 6.18 2.83
H 6.06 1.56 1.04
H 5.96 1.07 2.74
H 5.00 2.44 2.14
H 5.40 -0.73 0.22
H 3.92 -1.48 0.83
H 5.33 -1.32 1.90
H 2.93 1.32 3.07
H 3.86 -0.11 3.56
H 2.46 -0.27 2.48
Cl 0.03 -6.39 -4.04
C -0.13 -6.94 -2.38
C 0.09 -8.26 -2.11
C 0.00 -8.78 -0.81
C -0.33 -7.88 0.21
C -0.55 -6.56 -0.07
Cl -0.94 -5.47 1.28
C -0.51 -5.90 -1.39
N -0.73 -4.66 -1.62
H 0.35 -8.92 -2.94
H 0.17 -9.83 -0.61
H -0.40 -8.23 1.23
*
```

E_tot: -4648.19270 hartree
HOMO: -0.26 eV
ΔE to the lowest compared entry with this formula, charge and spin: 37.72 kcal/mol
LUMO: 3.462 eV


Entry from the Open Molecules 2025 dataset: a molecular structure, C41H49Cl5InN11O4S2Si2Te at a distorted geometry (wB97M-V/def2-TZVPD).

ORCA input file:
```
! wB97M-V def2-TZVPD RIJCOSX def2/J DEFGRID3
* xyz 2 1
In -0.56 -1.36 0.46
C 2.28 -0.79 -4.40
N 1.49 -0.51 -3.22
C 0.94 -1.36 -2.35
N 0.07 -0.71 -1.60
C 0.12 0.57 -2.05
N 0.98 0.71 -3.02
C 1.33 -0.92 -5.58
C 1.41 -1.94 -6.52
C 0.41 -2.07 -7.48
C -0.72 -1.28 -7.44
C -0.81 -0.26 -6.50
C 0.26 -0.04 -5.64
C -2.01 0.44 -6.10
N -2.03 1.50 -5.34
N -3.24 1.59 -4.80
C -3.94 0.58 -5.24
O -3.22 -0.17 -6.10
C -5.16 0.08 -4.63
C -6.16 -0.63 -5.30
C -7.17 -1.22 -4.56
C -7.15 -1.19 -3.17
C -6.15 -0.49 -2.51
C -6.00 -0.52 -1.00
N -4.74 -1.15 -0.65
C -3.50 -0.66 -0.67
N -2.65 -1.61 -0.32
C -3.44 -2.69 -0.10
N -4.70 -2.43 -0.29
C -5.19 0.18 -3.24
H 2.84 -1.71 -4.24
H 2.97 0.04 -4.55
H 1.18 -2.40 -2.26
H -0.51 1.36 -1.70
H 2.24 -2.63 -6.51
H 0.50 -2.84 -8.23
H -1.54 -1.46 -8.13
H 0.20 0.79 -4.96
H -6.15 -0.70 -6.37
H -7.96 -1.75 -5.06
H -7.91 -1.72 -2.61
H -6.78 -1.13 -0.54
H -6.02 0.49 -0.59
H -3.21 0.34 -0.92
H -3.06 -3.65 0.21
H -4.42 0.76 -2.76
Cl -1.46 -1.66 8.12
C -1.45 -1.72 6.40
C -0.53 -0.96 5.68
Cl 0.58 0.05 6.51
C -0.49 -1.03 4.29
Cl 0.63 -0.06 3.40
C -1.36 -1.88 3.58
O -1.34 -2.06 2.29
C -2.28 -2.62 4.34
Cl -3.35 -3.66 3.47
C -2.35 -2.54 5.72
Cl -3.52 -3.45 6.58
C 5.33 3.02 3.19
Si 5.04 1.20 3.68
C 6.64 0.39 4.29
C 3.59 1.05 4.91
C 4.39 0.24 2.14
Te 2.62 1.27 1.69
C 3.48 2.38 0.09
Si 2.69 4.11 -0.30
C 3.98 5.08 -1.29
C 2.28 4.89 1.40
C 1.10 3.98 -1.35
H 5.54 3.61 4.08
H 4.46 3.46 2.71
H 6.19 3.13 2.54
H 7.02 0.94 5.15
H 7.42 0.40 3.53
H 6.50 -0.64 4.61
H 3.89 1.28 5.93
H 3.20 0.04 4.92
H 2.78 1.73 4.64
H 4.14 -0.79 2.36
H 5.05 0.28 1.27
H 3.41 1.72 -0.78
H 4.53 2.52 0.33
H 4.92 5.22 -0.77
H 3.60 6.06 -1.53
H 4.20 4.59 -2.23
H 3.17 5.31 1.87
H 1.85 4.15 2.09
H 1.57 5.71 1.29
H 1.17 3.21 -2.11
H 0.96 4.93 -1.87
H 0.20 3.81 -0.77
O 2.01 0.04 0.31
O 1.53 -1.14 0.93
S 0.08 -3.79 -0.14
C 1.08 -4.13 1.18
N 0.70 -4.01 2.43
C 1.68 -4.23 3.47
C 2.83 -5.00 2.83
S 2.67 -4.77 1.02
H -0.21 -3.60 2.63
H 1.23 -4.80 4.29
H 2.03 -3.26 3.87
H 2.78 -6.07 3.03
H 3.81 -4.63 3.13
C -3.46 0.18 2.37
C -2.31 1.02 1.95
N -1.33 0.74 1.12
C -0.54 1.85 1.03
C -1.07 2.83 1.81
N -2.18 2.29 2.38
H -3.30 -0.85 2.08
H -4.38 0.54 1.92
H -3.57 0.23 3.46
H 0.31 1.87 0.38
H -0.76 3.84 1.98
H -2.80 2.76 3.03
*
```

E_tot: -6629.07181 hartree
HOMO: -12.39 eV
ΔE to the lowest compared entry with this formula, charge and spin: 35.80 kcal/mol
LUMO: -5.211 eV


Entry from the Open Molecules 2025 dataset: a molecular structure, C41H49FNNbO4PSe2Si2 at a distorted geometry (wB97M-V/def2-TZVPD).

ORCA input file:
```
! wB97M-V def2-TZVPD RIJCOSX def2/J DEFGRID3
* xyz 1 1
Nb -20.01 -1.15 1.29
Se -21.74 -1.20 3.61
P -20.82 -3.13 4.29
Se -19.23 -3.42 2.81
C -22.09 -4.34 4.60
C -23.41 -3.92 4.92
C -24.41 -4.86 5.05
C -24.14 -6.21 4.83
C -22.86 -6.62 4.47
C -21.82 -5.70 4.40
C -19.91 -2.87 5.84
C -20.00 -1.68 6.57
C -19.24 -1.56 7.75
C -18.57 -2.69 8.23
C -18.39 -3.85 7.43
C -19.06 -3.92 6.22
H -23.67 -2.87 5.04
H -25.40 -4.56 5.40
H -24.93 -6.92 5.00
H -22.60 -7.65 4.29
H -20.80 -6.05 4.21
H -20.57 -0.81 6.21
H -19.36 -0.67 8.36
H -18.06 -2.58 9.17
H -17.85 -4.68 7.81
H -18.83 -4.74 5.54
C -16.38 -0.30 4.24
C -16.50 0.02 2.79
C -15.39 0.86 2.28
O -16.57 -1.21 2.03
C -17.85 0.82 2.62
O -17.90 2.05 2.76
O -18.85 0.00 2.22
H -15.47 -0.85 4.49
H -17.26 -0.87 4.52
H -16.36 0.65 4.78
H -14.39 0.36 2.38
H -15.33 1.73 2.96
H -15.55 1.26 1.27
H -16.89 -1.88 2.66
C -22.58 2.48 1.55
Si -21.69 1.58 0.14
C -19.88 2.03 -0.18
C -22.67 1.77 -1.47
N -21.66 -0.17 0.56
C -22.76 -1.05 0.32
C -24.14 -0.69 0.36
C -25.09 -1.67 0.19
C -24.78 -3.01 0.05
C -23.46 -3.40 0.11
C -22.51 -2.44 0.25
F -21.21 -2.91 0.31
H -22.89 3.52 1.31
H -21.84 2.61 2.39
H -23.48 1.89 1.86
H -19.78 2.72 -1.00
H -19.31 1.13 -0.51
H -19.38 2.48 0.69
H -23.01 0.77 -1.75
H -22.05 2.21 -2.29
H -23.55 2.45 -1.36
H -24.39 0.40 0.43
H -26.12 -1.39 0.19
H -25.55 -3.76 -0.15
H -23.18 -4.51 0.06
C -16.06 -1.98 -3.37
C -16.56 -1.79 -1.90
C -15.69 -2.62 -0.93
C -16.34 -0.31 -1.43
Si -18.41 -2.32 -1.74
O -18.96 -1.68 -0.31
C -18.33 -4.24 -1.59
C -18.72 -5.14 -2.60
C -18.65 -6.50 -2.36
C -18.21 -7.00 -1.11
C -17.87 -6.12 -0.13
C -17.91 -4.75 -0.35
C -19.52 -2.12 -3.25
C -19.24 -1.27 -4.34
C -20.06 -1.30 -5.47
C -21.13 -2.14 -5.53
C -21.49 -2.95 -4.41
C -20.68 -2.92 -3.31
H -15.06 -2.34 -3.33
H -15.96 -1.01 -3.86
H -16.65 -2.66 -4.03
H -14.74 -2.15 -0.73
H -15.51 -3.65 -1.29
H -16.21 -2.65 0.04
H -15.29 0.02 -1.57
H -16.55 -0.29 -0.36
H -16.90 0.49 -1.98
H -19.18 -4.79 -3.57
H -18.98 -7.18 -3.14
H -18.14 -8.08 -0.94
H -17.47 -6.46 0.84
H -17.69 -4.12 0.53
H -18.41 -0.58 -4.24
H -19.75 -0.69 -6.29
H -21.83 -2.05 -6.35
H -22.35 -3.59 -4.49
H -20.95 -3.56 -2.48
*
```

E_tot: -7827.51814 hartree
HOMO: -10.99 eV
ΔE to the lowest compared entry with this formula, charge and spin: 6.20 kcal/mol
LUMO: -4.242 eV


Entry from the Open Molecules 2025 dataset: 11 unconnected molecules or ions with the total composition C41H50Cl6N8 at a distorted geometry (wB97M-V/def2-TZVPD).

ORCA input file:
```
! wB97M-V def2-TZVPD RIJCOSX def2/J DEFGRID3
* xyz 0 1
C -3.05 -3.17 -3.85
C -3.03 -4.39 -4.47
C -2.83 -5.52 -3.63
N -2.77 -5.45 -2.34
C -2.75 -4.25 -1.77
C -2.88 -3.07 -2.48
H -3.15 -2.29 -4.45
H -3.14 -4.45 -5.57
H -2.69 -6.48 -4.13
H -2.66 -4.24 -0.69
H -2.84 -2.09 -2.03
C 0.64 1.88 -4.97
C -0.31 1.04 -5.55
C -0.53 -0.20 -4.91
N 0.18 -0.66 -3.89
C 1.13 0.12 -3.39
C 1.44 1.39 -3.94
H 0.98 2.73 -5.57
H -0.80 1.36 -6.46
H -1.18 -0.98 -5.33
H 1.61 -0.24 -2.51
H 2.27 1.94 -3.64
C -0.72 3.77 -2.22
C -1.83 3.19 -2.85
C -3.12 3.46 -2.35
N -3.32 4.03 -1.19
C -2.23 4.56 -0.63
C -0.94 4.54 -1.10
H 0.26 3.56 -2.56
H -1.64 2.62 -3.76
H -4.02 3.08 -2.90
H -2.43 5.08 0.30
H -0.15 5.03 -0.53
C 0.94 0.71 1.10
C 0.16 1.24 0.09
C -0.47 0.34 -0.74
N -0.35 -0.99 -0.67
C 0.31 -1.48 0.36
C 0.92 -0.66 1.31
H 1.59 1.35 1.72
H 0.10 2.32 -0.05
H -1.15 0.71 -1.54
H 0.32 -2.56 0.49
H 1.41 -1.13 2.14
C -0.16 1.73 5.54
C -1.47 2.24 5.54
C -2.46 1.27 5.46
N -2.33 -0.02 5.24
C -1.07 -0.48 5.20
C 0.06 0.36 5.41
H 0.74 2.34 5.58
H -1.73 3.28 5.57
H -3.51 1.60 5.57
H -0.94 -1.53 4.89
H 1.05 -0.06 5.40
C 4.22 4.86 0.16
C 3.59 5.64 -0.77
C 2.86 5.03 -1.74
N 2.60 3.72 -1.81
C 3.12 2.97 -0.83
C 3.95 3.47 0.20
H 4.88 5.24 0.88
H 3.77 6.72 -0.86
H 2.36 5.54 -2.56
H 2.86 1.92 -0.90
H 4.45 2.88 0.99
C -4.06 1.30 0.39
C -3.26 1.35 1.73
C -2.66 0.00 2.05
C -3.69 -0.98 2.25
N -4.52 -1.72 2.44
H -4.52 2.26 0.15
H -4.82 0.49 0.43
H -3.45 0.95 -0.40
H -3.91 1.69 2.57
H -2.41 2.06 1.63
H -2.18 0.02 3.01
H -1.96 -0.35 1.29
C 5.44 -5.15 1.77
C 5.27 -4.83 0.29
C 3.80 -4.75 -0.12
C 3.00 -3.98 0.91
N 2.37 -3.43 1.72
H 4.90 -6.04 2.04
H 5.10 -4.31 2.39
H 6.49 -5.34 1.99
H 5.87 -5.51 -0.31
H 5.69 -3.82 0.21
H 3.34 -5.76 -0.21
H 3.61 -4.36 -1.10
Cl -0.01 4.23 2.26
C 0.50 5.63 3.19
Cl 0.64 5.29 4.90
H 1.45 5.96 2.80
H -0.21 6.43 3.03
Cl 0.36 -4.11 4.86
C -0.60 -4.66 3.50
Cl -2.05 -3.71 3.15
H 0.03 -4.78 2.60
H -0.94 -5.67 3.77
Cl 0.42 -5.07 -1.39
C 0.54 -3.67 -2.47
Cl 2.11 -3.56 -3.23
H -0.19 -3.77 -3.24
H 0.41 -2.76 -1.85
*
```

E_tot: -4791.42539 hartree
HOMO: -9.30 eV
SMILES string: c1ccncc1.c1ccncc1.c1ccncc1.c1ccncc1.c1ccncc1.c1ccncc1.CCCC#N.CCCC#N.ClCCl.ClCCl.ClCCl
LUMO: 0.104 eV